(1)
# C45H59N6OP2Si2Tc

A structure of composition C45H59N6OP2Si2Tc at a distorted geometry (ωB97M-V/def2-TZVPD, OMol25).

- Orbital gap (alpha / beta): 6.82 / 6.82 eV
- HOMO energy (alpha / beta): -6.39 / -6.40 eV

```
116
Properties=species:S:1:pos:R:3:mulliken_charge:R:1
Tc -0.02402 -0.75871 -0.21113 -0.8046
C -2.87391 1.37131 -1.50064 -0.8203
Si -1.13852 2.33977 -1.77848 -0.7168
C -1.65603 4.07144 -1.23558 -1.2316
C -0.78710 2.24029 -3.61786 -0.4061
N 0.00930 1.74646 -0.62638 -0.3759
P 1.46609 2.03787 0.00897 3.0292
C 2.41035 0.61869 0.16488 -2.3483
P -0.10851 -0.81196 2.21789 0.4891
N -1.59770 -0.61227 1.70386 0.3473
Si -3.07502 -1.22066 2.28466 0.5499
C -2.99974 -2.23857 3.84186 -1.1033
C -4.30177 0.20606 2.66681 -1.2797
C -3.92438 -2.33156 0.98226 -1.4938
C 0.32585 -2.47606 2.70233 -0.4572
C 0.89456 -3.13960 1.40351 0.6566
C 0.91651 -4.66662 1.47199 -0.2649
C 1.06803 -5.20601 2.88270 -1.2258
C 0.69726 -4.47893 3.95220 -0.8363
C 0.24314 -3.07625 3.86819 0.2363
C 0.24403 0.14401 3.69891 0.9131
C -0.74734 0.70706 4.52693 -0.2458
C -0.49315 1.30137 5.69717 -0.6849
C 0.83172 1.33590 6.17980 -0.3513
C 1.87965 0.80018 5.39933 -0.9539
C 1.60281 0.18960 4.14830 -0.2689
C 1.41160 2.83082 1.61378 -0.1252
C 2.66058 3.02554 2.29288 -0.9017
C 2.73521 3.63777 3.49341 -0.9070
C 1.56549 4.05991 4.10884 -0.4439
C 0.38158 3.97696 3.42584 -0.6861
C 0.30994 3.34880 2.15579 -0.1730
C 2.15632 3.36038 -1.00001 0.8129
C 2.32136 3.06503 -2.35761 -0.4496
C 2.76384 4.05060 -3.20996 -0.9342
C 3.08338 5.32868 -2.73634 -0.7242
C 2.93565 5.63643 -1.40745 -0.7923
C 2.49400 4.64305 -0.52307 -0.6697
H -3.46696 1.25608 -2.37867 0.6282
H -3.41220 1.88898 -0.65436 0.3426
H -3.48954 -0.63272 -1.13362 0.5311
H -2.53895 4.54223 -1.75271 0.3759
H -0.87587 4.87507 -1.20557 0.3192
H -1.97220 3.99491 -0.19127 0.2872
H -1.76345 2.39273 -4.18183 0.6233
H 0.07860 0.40237 -3.24114 -0.6542
H -0.29088 3.17362 -3.91014 0.4192
H -2.69628 -1.76885 4.76247 0.3500
H -2.39138 -3.11847 3.58803 0.2806
H -4.04109 -2.54789 4.02141 0.5216
H -3.95486 0.96048 3.36525 0.3298
H -5.27930 -0.20529 2.95148 0.3802
H -4.54016 0.63603 1.67352 0.2834
H -4.67511 -2.75732 1.62077 0.5210
H -3.31600 -3.07293 0.57978 0.2935
H -4.57271 -1.85125 0.22875 0.3738
H 1.88508 -2.71832 1.12276 0.4732
H 1.62773 -5.04941 0.74496 0.6744
H 1.16551 -6.29387 3.02117 0.3025
H 0.68175 -4.96876 4.89801 0.4457
H -0.31182 -2.63594 4.71951 0.5399
H -1.75457 0.59173 4.12427 -0.1606
H -1.27157 1.83215 6.26303 0.3418
H 1.02263 1.95924 7.06022 0.3989
H 2.90541 0.94672 5.84004 0.2990
H 2.40615 -0.19844 3.52944 0.3931
H 3.54522 2.79587 1.75580 0.4941
H 3.68720 3.79339 4.02767 0.3748
H 1.57965 4.42882 5.11958 0.4085
H -0.53038 4.30866 3.89983 0.3765
H -0.57956 3.17030 1.60238 0.2808
H 1.93971 2.14729 -2.79380 0.3905
H 2.80702 3.77861 -4.26555 0.4562
H 3.47400 6.05830 -3.44043 0.3794
H 3.23703 6.59503 -1.01691 0.4489
H 2.24531 4.80294 0.51550 0.4045
N -2.72856 -0.05996 -0.91583 0.5739
C -1.46127 -0.70791 -1.21808 -0.1347
H -2.62720 0.10352 0.10919 -0.5407
C -0.53599 1.06610 -6.36440 -1.7278
C -0.58850 0.21510 -5.12150 1.7411
C -1.91073 -0.33331 -4.65579 -1.4152
C 0.46252 -0.89374 -5.28626 -1.4579
N 0.01558 1.06883 -4.04544 0.2615
H -1.04662 0.57797 -7.15951 0.4515
H 0.44545 1.23765 -6.65014 0.3897
H -1.03291 2.01162 -6.14133 0.4207
H -2.51759 -0.62918 -5.50267 0.5170
H -2.54073 0.42969 -4.22385 0.3050
H -1.77940 -1.16764 -3.97629 0.1987
H 0.24270 -1.75902 -5.96060 0.3311
H 0.70915 -1.34544 -4.35732 0.0191
H 1.35851 -0.38895 -5.60378 0.4191
C 4.66393 -0.75918 -3.12079 -1.1054
N 3.35467 -1.29905 -2.88409 -0.1447
C 2.60184 -0.84384 -1.80920 -0.1672
N 3.09555 0.08259 -0.96408 0.0055
O 1.42460 -1.27838 -1.66014 -0.2857
H 5.10507 -1.24573 -3.95478 0.3955
H 5.35095 -0.94311 -2.32450 0.3370
H 4.67066 0.33158 -3.29669 0.3079
H 2.76798 -1.51057 -3.70406 0.3072
H 3.91155 0.56310 -1.30497 0.3880
H 2.81402 0.39550 1.10967 0.7834
C -0.00759 -2.77579 0.22601 0.3195
C -0.84356 -3.80645 0.00235 0.8067
C -0.50376 -5.04287 0.78865 0.5343
C -0.51397 -6.28530 -0.03397 -0.8608
C -1.28488 -6.36489 -1.10723 -0.6189
C -2.09649 -5.22905 -1.60175 -0.9935
C -1.80881 -3.99500 -1.09038 -0.5712
H -1.25428 -5.22684 1.59934 -0.0148
H 0.18466 -7.06232 0.29146 0.3863
H -1.33295 -7.28563 -1.64759 0.4496
H -2.78158 -5.27329 -2.45466 0.4256
H -2.22619 -3.13967 -1.54322 0.6770
```

(2)
# C45H60N4O3PS3Si4TeTl

A structure of composition C45H60N4O3PS3Si4TeTl (ωB97M-V/def2-TZVPD, OMol25).

- ⟨S²⟩: 0.76
- Energy relative to the best compared isomer or geometry (same formula, charge and spin): 110.5 kJ/mol
- Orbital gap (alpha / beta): 4.18 / 4.66 eV
- Spin multiplicity: 2
- Total charge: -1
- HOMO energy (alpha / beta): -2.83 / -3.32 eV

```
122
Properties=species:S:1:pos:R:3:mulliken_charge:R:1
Tl -0.39714 -0.07189 0.72163 0.7999
C -0.51311 -2.69381 -4.94656 -0.9347
O 0.05757 -1.63395 -4.18299 -0.2782
C -0.32300 -1.41288 -2.89532 -0.0145
O 0.34003 -0.70262 -2.18997 0.1182
N -1.47489 -2.07182 -2.53421 -0.3016
N -1.99459 -1.86414 -1.26346 -0.0740
H 0.13019 -2.82014 -5.81280 0.2476
H -1.51698 -2.43996 -5.29556 0.3108
H -0.53809 -3.62485 -4.37959 0.3829
H -2.10028 -2.37548 -3.25741 0.1795
H -2.19308 -2.74813 -0.82152 0.1982
H -2.80727 -1.25902 -1.27051 0.0525
S -3.01528 -0.13886 6.39128 0.0579
C -3.88320 -0.43124 7.82367 -0.4171
C -3.77592 -1.72752 8.22949 -0.6943
C -2.96230 -2.49477 7.35309 -0.3611
C -2.46893 -1.76810 6.30748 0.3901
C -1.58400 -2.22447 5.21404 0.4001
C -1.37446 -1.42496 4.06542 0.0679
N -0.61383 -1.77563 3.05834 0.5016
C 0.01954 -2.96105 3.08888 -0.7796
C -0.11713 -3.82965 4.17587 1.1908
C 0.57293 -5.09392 4.17899 -0.9965
C 1.34497 -5.46631 3.13953 -0.9676
C 1.50159 -4.60904 1.99417 1.0483
C 2.27567 -4.98997 0.88023 -0.7980
C 2.40710 -4.15512 -0.19046 0.3934
C 1.73844 -2.91848 -0.10340 -0.0390
N 1.00010 -2.54669 0.90944 0.3109
C 0.86018 -3.36542 1.96214 -0.8481
C 3.19282 -4.49947 -1.39551 0.4887
C 4.05972 -5.53192 -1.58243 -0.7838
C 4.63478 -5.55222 -2.88431 -0.5937
C 4.18670 -4.53063 -3.66180 -0.5615
S 3.07928 -3.54367 -2.82573 0.3870
C -0.93774 -3.42792 5.24730 -0.8409
H -4.44064 0.37117 8.28737 0.4603
H -4.25408 -2.12342 9.11686 0.3930
H -2.77394 -3.55335 7.48606 0.3656
H -1.87071 -0.45079 3.97051 -0.4053
H 0.45532 -5.74323 5.04097 0.4090
H 1.86130 -6.41955 3.14458 0.3990
H 2.75327 -5.96500 0.88024 0.3534
H 1.81754 -2.19270 -0.91481 -0.1344
H 4.30152 -6.25272 -0.80935 0.3800
H 5.35462 -6.28777 -3.21792 0.4127
H 4.45912 -4.29140 -4.68035 0.4154
H -1.04850 -4.09133 6.09957 0.3540
O 1.28067 1.55082 2.36951 -0.5668
H 1.28184 2.21419 1.65635 0.2540
H 0.50679 1.78830 2.90898 0.1591
S -1.92589 2.13015 3.34300 -0.3059
C -2.60026 1.58567 1.94156 -0.3985
C 5.20881 5.32413 -1.80565 -1.1135
Si 4.02059 4.24486 -0.81312 0.5420
C 3.06387 5.39220 0.31510 -1.0926
C 5.07010 3.14203 0.29441 -1.0687
Si 2.58563 2.99559 -2.16284 0.4570
Te 0.40764 2.80684 -1.03012 -0.5961
Si 3.72155 1.04958 -2.73797 -0.1599
C 2.98539 0.08894 -4.17360 -0.2411
C 3.90769 -0.13748 -1.29511 -0.1258
C 5.45993 1.53337 -3.29960 -0.9857
Si 2.10671 4.16288 -4.11785 0.1576
C 0.81252 3.22167 -5.09763 -0.8200
C 3.56467 4.46699 -5.28129 -1.0050
C 1.38423 5.83888 -3.69344 -0.9922
H 5.90222 5.85298 -1.14036 0.3869
H 4.65574 6.07270 -2.38765 0.2518
H 5.80074 4.72623 -2.51224 0.3118
H 3.69788 6.22484 0.64700 0.3542
H 2.70088 4.85502 1.19771 0.2741
H 2.18207 5.79894 -0.19325 0.2889
H 5.62774 3.74173 1.02370 0.4155
H 5.79152 2.55065 -0.28453 0.2595
H 4.43156 2.44066 0.84802 0.2161
H 1.98205 -0.27913 -3.92799 -0.3655
H 3.62749 -0.76969 -4.41351 0.2574
H 2.90494 0.71627 -5.06964 0.3216
H 2.92696 -0.34399 -0.84435 -0.4008
H 4.54529 0.29100 -0.51348 0.4102
H 4.34887 -1.08831 -1.62088 0.2200
H 5.41693 2.25292 -4.12747 0.2009
H 6.01758 0.65193 -3.64374 0.3400
H 6.03114 1.99949 -2.48724 0.2117
H 1.21440 2.27575 -5.48621 0.1964
H 0.44135 3.81448 -5.94316 0.3744
H -0.03127 2.97721 -4.43931 0.1112
H 3.96133 3.51990 -5.67279 0.2529
H 4.38492 4.98003 -4.76107 0.2748
H 3.26169 5.08622 -6.13479 0.3739
H 0.53777 5.70799 -3.00838 0.2622
H 1.03502 6.36097 -4.59303 0.3517
H 2.12421 6.47677 -3.18980 0.2327
C -4.08759 -1.83389 1.66944 -1.7166
P -3.66326 0.07232 1.69461 2.4398
C -4.98631 0.50509 2.89971 -0.0371
C -5.66789 1.71829 2.78279 -0.5252
C -6.55076 2.13374 3.77090 -0.7304
C -6.75186 1.35344 4.90612 -0.5922
C -6.06069 0.16017 5.04715 -0.5628
C -5.18382 -0.25865 4.04849 -0.7782
C -4.38242 0.45257 0.04459 -0.4622
C -5.67725 0.03180 -0.25828 -0.4284
C -6.25263 0.32137 -1.49275 -0.7186
C -5.53272 1.02788 -2.44841 -0.5074
C -4.23498 1.44565 -2.16272 -0.5294
C -3.67152 1.16935 -0.92354 -0.2973
H -5.09479 -2.07921 2.02323 0.5898
H -3.35350 -2.34740 2.30087 0.2923
H -3.97669 -2.20857 0.64630 0.4474
H -5.48539 2.33986 1.91366 0.4275
H -7.07170 3.07856 3.66415 0.3755
H -7.43829 1.68164 5.67941 0.3754
H -6.19322 -0.44526 5.93852 0.5296
H -4.63518 -1.18608 4.17857 0.4299
H -6.24684 -0.51911 0.48343 0.3193
H -7.26813 0.00278 -1.70434 0.3769
H -5.98444 1.26552 -3.40562 0.3851
H -3.65739 2.01045 -2.88915 0.5140
H -2.67944 1.54033 -0.70055 0.2559
```

Calculated values (eV) of calculated total energy for the records, taken in order: -95138.886, -145036.728.